Record 1
C38H59BBiGe2N11OS as an isolated structure in a non-equilibrium geometry, computed with ωB97M-V with the def2-TZVPD basis set.

```
114
Properties=species:S:1:pos:R:3
Bi 0.264 -0.194 -0.194
C -0.027 3.950 -1.528
C -0.051 2.845 -2.525
C -0.933 2.718 -3.594
C -0.586 1.544 -4.241
C -1.114 0.921 -5.470
N 0.396 0.961 -3.518
N 0.693 1.733 -2.448
B 1.036 -0.417 -3.697
N 2.405 -0.446 -2.844
N 2.516 -0.578 -1.520
C 3.775 -0.300 -1.163
C 4.285 -0.351 0.219
C 4.492 -0.051 -2.304
C 3.571 -0.075 -3.348
C 3.784 0.215 -4.808
N -0.103 -1.406 -3.387
N -1.161 -1.035 -2.606
C -2.038 -2.068 -2.713
C -3.287 -2.016 -1.924
C -1.532 -3.061 -3.555
C -0.280 -2.658 -3.937
C 0.616 -3.375 -4.867
H 0.964 4.347 -1.431
H -0.638 4.753 -1.942
H -0.426 3.729 -0.538
H -1.668 3.405 -3.958
H -1.717 1.665 -6.024
H -0.265 0.722 -6.188
H -1.625 -0.021 -5.335
H 1.398 -0.630 -4.834
H 3.562 -0.683 0.954
H 5.207 -0.935 0.305
H 4.587 0.592 0.643
H 5.524 0.230 -2.415
H 4.831 0.467 -4.977
H 3.424 -0.686 -5.356
H 3.131 1.078 -5.137
H -3.393 -2.960 -1.374
H -3.249 -1.209 -1.213
H -4.176 -1.815 -2.484
H -1.939 -4.031 -3.796
H 0.119 -4.342 -5.128
H 0.774 -2.845 -5.825
H 1.567 -3.544 -4.381
N 2.587 -3.537 -0.361
N 1.870 -3.804 0.799
C 0.595 -3.507 0.943
N 0.068 -3.702 2.154
S -0.357 -2.879 -0.254
H 2.466 -2.574 -0.688
H 2.186 -4.207 -1.082
H 2.354 -4.086 1.637
H 0.519 -4.139 2.947
H -0.867 -3.433 2.279
C -3.865 -2.406 1.727
Ge -3.177 -1.001 2.945
C -1.611 -1.566 4.051
C -4.531 -0.121 4.111
Ge -2.350 0.690 1.450
C -3.557 1.007 -0.081
C -3.075 1.314 -1.372
C -3.984 1.536 -2.355
C -5.385 1.214 -2.120
C -5.813 0.894 -0.824
C -4.878 0.786 0.193
C -1.675 2.329 2.032
C -0.697 2.234 3.080
C -0.152 3.383 3.615
C -0.524 4.640 3.148
C -1.429 4.743 2.062
C -2.039 3.592 1.583
H -4.528 -3.013 2.329
H -3.141 -3.019 1.289
H -4.481 -1.944 0.961
H -1.908 -2.512 4.530
H -1.470 -0.876 4.844
H -0.682 -1.674 3.422
H -4.951 -0.838 4.772
H -5.331 0.383 3.563
H -4.000 0.627 4.692
H -2.011 1.531 -1.454
H -3.644 1.783 -3.371
H -6.144 1.318 -2.920
H -6.839 0.729 -0.570
H -5.197 0.558 1.204
H -0.358 1.243 3.405
H 0.569 3.205 4.433
H 0.044 5.469 3.528
H -1.795 5.659 1.651
H -2.818 3.634 0.821
C 1.680 -1.138 5.251
C 2.613 -0.975 4.033
C 3.541 -2.141 3.859
C 3.469 0.256 4.258
C 1.836 -0.845 2.838
C 1.276 -0.754 1.758
H 2.252 -1.173 6.178
H 1.110 -2.052 5.164
H 0.881 -0.404 5.277
H 4.229 -2.267 4.725
H 4.219 -1.966 3.036
H 3.000 -3.029 3.776
H 4.288 0.128 4.975
H 2.810 1.007 4.622
H 3.951 0.675 3.331
N 2.880 2.839 -0.598
C 2.316 2.346 0.558
N 2.991 2.607 1.728
O 1.219 1.788 0.587
H 3.902 3.072 -0.513
H 2.499 2.430 -1.471
H 3.834 3.172 1.676
H 2.498 2.616 2.613
```

Calculated values
**Kohn-Sham gap (spin up / spin down)**: 7.26 / 6.12 eV
**<S²>**: 0.76
**HOMO energy (spin up / spin down)**: -9.46 / -10.48 eV
**Net charge**: +1
**Spin multiplicity**: 2

=====

Record 2
A 4-piece molecular cluster, C38H59BrN4O7PS overall in a non-equilibrium geometry, computed with ωB97M-V with the def2-TZVPD basis set.

```
111
Properties=species:S:1:pos:R:3
C 3.200 0.233 2.440
C 1.729 -0.127 1.874
C 1.305 -1.615 1.802
C -0.112 -1.985 1.304
C -1.136 -0.907 0.859
C -2.597 -1.458 0.412
C -3.699 -0.276 0.393
C -4.334 0.216 -0.965
P -3.849 -0.617 -2.589
N -4.278 -2.339 -2.323
O -4.826 -0.143 -3.906
C -5.344 1.392 -0.855
C -6.049 2.053 -2.128
O -7.105 1.528 -2.573
O -5.447 3.221 -2.644
C -5.394 3.219 -4.105
C -3.860 3.478 -4.592
C -3.390 2.465 -5.753
C -1.780 2.234 -5.784
C -0.937 3.606 -5.760
C 0.070 3.647 -7.037
C 1.490 4.305 -6.661
S 2.827 3.643 -7.797
C 3.417 2.030 -7.109
N 4.709 1.451 -7.422
N 4.891 0.247 -6.788
C 3.672 0.100 -6.058
O 2.741 1.156 -6.207
C -5.731 2.022 0.539
C -5.029 1.414 1.767
N -4.073 0.309 1.678
C -3.521 -0.162 2.992
C -4.154 -1.620 3.360
C -3.049 -2.710 3.769
Br -3.727 -4.472 3.049
C -0.737 0.586 0.886
C 0.707 0.955 1.392
H 3.894 0.243 1.526
H 3.558 -0.549 3.212
H 3.220 1.276 2.938
H 1.989 -2.463 2.129
H -0.395 -3.094 1.270
H -2.442 -1.938 -0.611
H -2.908 -2.321 1.119
H -4.949 -2.432 -1.544
H -4.721 -2.666 -3.197
H -5.760 -0.444 -3.827
H -6.009 4.137 -4.446
H -5.774 2.263 -4.596
H -3.849 4.532 -5.069
H -3.155 3.478 -3.676
H -3.854 1.424 -5.618
H -3.718 2.817 -6.806
H -1.579 1.663 -6.770
H -1.411 1.544 -4.949
H -1.612 4.533 -5.733
H -0.298 3.583 -4.800
H -0.425 4.183 -7.915
H 0.276 2.564 -7.384
H 1.436 5.427 -6.875
H 1.777 4.130 -5.571
H 3.487 -0.835 -5.426
H -6.463 2.887 0.654
H -5.283 1.845 2.794
H -2.384 -0.131 3.061
H -3.905 0.542 3.825
H -4.896 -1.490 4.216
H -4.770 -1.917 2.426
H -2.808 -2.760 4.879
H -2.107 -2.492 3.137
H -1.473 1.408 0.550
H 1.056 2.040 1.457
C -3.835 -9.716 4.255
C -3.585 -8.350 3.655
C -2.071 -8.277 3.656
O -1.592 -9.619 3.501
C -2.688 -10.525 3.682
H -4.814 -10.132 4.010
H -3.748 -9.664 5.345
H -3.960 -8.323 2.626
H -4.052 -7.534 4.210
H -1.692 -7.893 4.609
H -1.681 -7.652 2.848
H -2.946 -10.939 2.701
H -2.384 -11.345 4.337
C 8.715 0.564 0.732
C 8.195 -0.420 1.754
C 7.110 0.384 2.444
O 6.583 1.295 1.467
C 7.450 1.292 0.323
H 9.226 0.094 -0.110
H 9.410 1.262 1.209
H 7.754 -1.284 1.247
H 8.959 -0.783 2.443
H 7.519 0.977 3.269
H 6.305 -0.245 2.832
H 6.934 0.766 -0.487
H 7.642 2.319 0.005
C 5.277 5.317 4.802
C 5.752 4.379 3.714
C 5.531 3.021 4.350
O 4.412 3.155 5.237
C 4.111 4.549 5.394
H 4.994 6.306 4.437
H 6.063 5.441 5.554
H 5.116 4.485 2.829
H 6.787 4.545 3.412
H 6.397 2.717 4.948
H 5.325 2.242 3.613
H 3.183 4.755 4.849
H 3.953 4.774 6.451
```

Calculated values
**Kohn-Sham gap**: 5.39 eV
**HOMO energy**: -9.99 eV
**Net charge**: +1
**Spin multiplicity**: 1

=====

Record 3
C38H59I2IrN6O3 as an isolated structure, computed with ωB97M-V with the def2-TZVPD basis set.

```
109
Properties=species:S:1:pos:R:3
Ir 0.872 1.179 -1.100
C 1.134 3.069 -3.340
N 1.791 1.836 -2.838
C 3.216 2.150 -2.546
C 1.689 0.741 -3.860
C 1.483 -0.615 -3.202
N 0.387 -0.517 -2.196
C -0.951 -0.408 -2.855
C -2.041 0.109 -1.960
C -3.193 -0.635 -1.775
C -4.285 -0.109 -1.089
C -4.181 1.205 -0.640
C -3.047 2.002 -0.809
C -1.949 1.404 -1.440
O -0.780 2.077 -1.585
C -3.011 3.450 -0.308
C -4.367 3.898 0.240
C -1.977 3.567 0.823
C -2.630 4.405 -1.449
C -5.549 -0.949 -0.915
C -6.121 -1.280 -2.301
C -6.624 -0.215 -0.112
C -5.202 -2.251 -0.180
C 0.352 -1.729 -1.339
C 1.408 -1.875 -0.261
C 1.293 -3.032 0.498
C 2.179 -3.328 1.521
C 3.230 -2.436 1.726
C 3.402 -1.264 0.996
C 2.430 -0.961 0.019
O 2.514 0.214 -0.661
C 4.616 -0.359 1.246
C 5.517 -0.898 2.361
C 5.459 -0.293 -0.037
C 4.177 1.054 1.660
C 1.977 -4.583 2.367
C 3.100 -4.781 3.386
C 1.928 -5.819 1.458
C 0.650 -4.457 3.130
H 1.617 3.376 -4.271
H 1.245 3.851 -2.590
H 0.079 2.888 -3.503
H 3.692 2.520 -3.457
H 3.720 1.259 -2.195
H 3.254 2.911 -1.771
H 2.600 0.716 -4.459
H 0.873 0.991 -4.534
H 2.387 -0.906 -2.672
H 1.263 -1.389 -3.941
H -1.213 -1.398 -3.233
H -0.858 0.257 -3.714
H -3.242 -1.636 -2.190
H -5.029 1.639 -0.135
H -4.655 3.336 1.131
H -5.161 3.807 -0.503
H -4.300 4.948 0.526
H -2.202 2.867 1.632
H -1.985 4.578 1.237
H -0.975 3.361 0.455
H -3.343 4.329 -2.273
H -1.631 4.203 -1.828
H -2.645 5.432 -1.081
H -6.314 -0.367 -2.867
H -7.063 -1.821 -2.199
H -5.439 -1.902 -2.883
H -6.960 0.690 -0.620
H -6.272 0.056 0.885
H -7.491 -0.866 0.007
H -4.441 -2.827 -0.710
H -6.090 -2.879 -0.089
H -4.833 -2.040 0.826
H 0.400 -2.599 -2.001
H -0.633 -1.735 -0.869
H 0.479 -3.714 0.273
H 3.955 -2.668 2.488
H 5.922 -1.883 2.121
H 4.995 -0.954 3.318
H 6.360 -0.219 2.487
H 5.787 -1.291 -0.333
H 6.346 0.320 0.133
H 4.897 0.145 -0.859
H 3.593 1.028 2.586
H 3.591 1.538 0.882
H 5.056 1.671 1.853
H 4.070 -4.901 2.899
H 2.907 -5.685 3.965
H 3.164 -3.948 4.089
H 2.845 -5.906 0.874
H 1.086 -5.784 0.765
H 1.823 -6.722 2.062
H 0.691 -3.624 3.837
H 0.452 -5.367 3.699
H -0.190 -4.294 2.453
I 0.913 6.882 -0.375
I 0.585 6.855 2.229
N 2.421 2.924 4.378
C 1.903 3.170 3.374
N 1.255 3.480 2.272
C 1.383 3.068 1.110
N 1.466 2.772 -0.034
C -1.611 -0.549 2.016
C -0.285 0.037 1.653
N 0.716 -0.061 2.510
O -0.183 0.641 0.563
H -1.547 -1.225 2.866
H -2.022 -1.066 1.148
H -2.294 0.269 2.254
H 0.597 -0.507 3.403
H 1.615 0.350 2.298
```

Calculated values
**Kohn-Sham gap (spin up / spin down)**: 7.64 / 5.49 eV
**<S²>**: 0.76
**HOMO energy (spin up / spin down)**: -10.81 / -10.69 eV
**Net charge**: +1
**Spin multiplicity**: 2

=====

Record 4
C38H59N4O6PRuSe as an isolated structure, computed with ωB97M-V with the def2-TZVPD basis set.

```
110
Properties=species:S:1:pos:R:3
Ru 0.752 0.753 0.802
O 3.374 -0.438 0.654
C 4.231 0.434 1.376
C 3.575 1.057 2.604
N 2.316 1.786 2.374
C 2.570 3.066 1.708
C 2.888 2.845 0.241
O 3.829 3.447 -0.268
O 2.093 2.022 -0.357
C 1.575 1.932 3.626
C 0.082 2.169 3.462
O -0.504 2.704 4.398
O -0.457 1.707 2.382
H 2.724 -0.871 1.267
H 4.592 1.193 0.684
H 5.105 -0.115 1.744
H 4.304 1.727 3.078
H 3.362 0.252 3.301
H 3.392 3.615 2.174
H 1.665 3.672 1.761
H 1.999 2.704 4.272
H 1.628 0.982 4.151
C -0.263 0.712 -5.568
N -0.905 0.155 -4.378
N -0.043 -0.263 -3.372
C -0.572 0.063 -2.144
O -0.044 -0.335 -1.094
C -1.770 0.798 -2.409
C -1.909 0.858 -3.751
C -2.922 1.578 -4.561
C 0.893 -1.305 -3.605
C 2.092 -1.288 -2.903
C 3.023 -2.291 -3.129
C 2.768 -3.301 -4.048
C 1.564 -3.309 -4.742
C 0.621 -2.315 -4.520
H 0.522 0.039 -5.901
H 0.171 1.697 -5.371
H -1.009 0.792 -6.356
H -2.417 1.212 -1.651
H -3.714 1.941 -3.909
H -3.347 0.930 -5.331
H -2.477 2.450 -5.047
H 2.280 -0.496 -2.186
H 3.962 -2.272 -2.589
H 3.501 -4.080 -4.220
H 1.350 -4.098 -5.455
H -0.329 -2.321 -5.040
C -1.644 -1.265 4.058
C -1.526 -2.112 2.779
C -2.304 -3.419 2.976
C -2.191 -1.285 1.658
P 0.316 -2.308 2.376
N 0.983 -0.947 1.987
C 0.455 -3.667 1.039
C 0.341 -5.114 1.531
C -0.629 -3.447 -0.032
C 1.805 -3.474 0.319
C 1.214 -2.961 3.928
C 2.622 -3.421 3.511
C 0.512 -4.084 4.701
C 1.452 -1.784 4.885
H -2.690 -0.973 4.185
H -1.057 -0.346 3.983
H -1.350 -1.816 4.950
H -3.348 -3.166 3.195
H -1.928 -4.007 3.812
H -2.303 -4.051 2.089
H -3.081 -0.794 2.061
H -2.499 -1.898 0.811
H -1.544 -0.496 1.299
H -0.597 -5.302 2.058
H 1.162 -5.416 2.179
H 0.362 -5.773 0.655
H -1.622 -3.739 0.305
H -0.382 -4.066 -0.902
H -0.657 -2.412 -0.370
H 2.666 -3.711 0.942
H 1.917 -2.451 -0.031
H 1.825 -4.138 -0.554
H 2.625 -4.357 2.955
H 3.215 -3.577 4.418
H 3.124 -2.659 2.910
H 0.236 -4.929 4.073
H -0.385 -3.726 5.207
H 1.194 -4.457 5.475
H 1.943 -0.978 4.355
H 2.105 -2.121 5.698
H 0.544 -1.386 5.327
C -4.462 6.093 -4.285
C -3.569 5.392 -3.286
C -4.094 4.759 -2.168
C -3.280 4.130 -1.219
C -3.927 3.481 -0.021
C -1.881 4.124 -1.399
Se -0.732 3.407 -0.048
C -1.341 4.734 -2.554
C 0.145 4.743 -2.810
C -2.191 5.363 -3.463
H -5.516 5.914 -4.063
H -4.267 5.751 -5.305
H -4.299 7.175 -4.270
H -5.171 4.766 -2.016
H -4.999 3.699 0.003
H -3.460 3.817 0.904
H -3.791 2.395 -0.033
H 0.590 3.769 -2.594
H 0.650 5.447 -2.144
H 0.359 5.029 -3.845
H -1.762 5.845 -4.341
```

Calculated values
**Kohn-Sham gap (spin up / spin down)**: 5.89 / 5.62 eV
**<S²>**: 8.76
**HOMO energy (spin up / spin down)**: -3.67 / -3.63 eV
**Net charge**: -1
**Spin multiplicity**: 6